Entry 1:
{"formula": "C17H26MoN4OS", "method": "ωB97M-V/def2-TZVPD", "elements": ["Mo", "C", "N", "C", "C", "N", "C", "S", "C", "C", "C", "C", "C", "N", "H", "H", "H", "H", "H", "H", "H", "H", "H", "C", "N", "C", "C", "O", "H", "H", "H", "H", "H", "H", "H", "C", "C", "C", "C", "C", "H", "H", "H", "H", "H", "H", "H", "H", "H", "H"], "positions_angstrom": [[0.375274, 0.342317, 0.049193], [-1.377423, -4.149678, -2.125405], [-0.033554, -3.525485, -2.305163], [1.027087, -4.137242, -2.955047], [2.056432, -3.269889, -2.970871], [1.617341, -2.121341, -2.306687], [0.319216, -2.307229, -1.921240], [-0.830323, -1.168035, -1.259780], [2.335132, -0.926534, -2.170052], [3.467617, -0.582965, -2.886857], [4.072210, 0.645826, -2.643167], [3.561700, 1.549507, -1.690170], [2.451486, 1.112550, -1.030181], [1.861756, -0.070894, -1.260968], [-1.298742, -5.184010, -2.444251], [-2.098618, -3.625738, -2.747912], [-1.643960, -4.111080, -1.072826], [0.952587, -5.143063, -3.339441], [3.060504, -3.386065, -3.344869], [3.868194, -1.245870, -3.642611], [4.956045, 0.920342, -3.209213], [4.023482, 2.506407, -1.488945], [1.973773, 1.725917, -0.226002], [1.025825, 0.228026, 4.347347], [-0.301037, -0.377761, 4.033436], [-1.111121, -0.873015, 5.207653], [-0.786938, -0.488143, 2.873641], [-0.132802, -0.040332, 1.762192], [1.184356, 0.114203, 5.414646], [1.001030, 1.284737, 4.092921], [1.797194, -0.308913, 3.802634], [-0.505561, -1.623810, 5.709844], [-2.046170, -1.294436, 4.851683], [-1.284257, -0.016917, 5.856184], [-1.757727, -0.932657, 2.690319], [-2.135773, 3.752631, -1.065381], [-1.876043, 2.567665, -0.118395], [-1.635242, 3.044680, 1.326795], [-3.109840, 1.586806, -0.152964], [-0.772917, 1.749259, -0.662809], [-3.004389, 4.303916, -0.701879], [-2.352140, 3.415755, -2.080429], [-1.291953, 4.443421, -1.085669], [-2.543956, 3.536879, 1.672265], [-0.824236, 3.772094, 1.372138], [-1.423854, 2.228231, 2.018731], [-3.921162, 2.132400, 0.330732], [-2.938696, 0.660155, 0.396531], [-3.410710, 1.355546, -1.174249], [-0.539100, 1.931853, -1.725451]], "forces_ev_per_angstrom": [[-1.23, -0.25, -1.25], [0.37, 0.12, -0.04], [-0.17, -0.34, -0.15], [-0.28, 0.03, 0.10], [0.03, 0.17, 0.20], [0.19, 0.13, -0.26], [-0.01, -0.32, 0.15], [0.35, 0.64, 0.21], [-0.17, -0.10, 0.04], [0.07, 0.01, -0.09], [0.05, 0.11, 0.02], [0.08, -0.19, -0.21], [0.19, 0.01, 0.03], [0.13, 0.03, 0.46], [-0.04, -0.02, 0.00], [-0.04, 0.00, 0.00], [-0.06, 0.00, 0.01], [0.02, 0.01, -0.01], [-0.02, 0.02, 0.00], [0.02, 0.02, -0.01], [0.01, -0.01, -0.01], [0.02, 0.01, 0.00], [0.16, 0.34, 0.02], [-0.33, -0.17, -0.04], [-0.08, -0.04, 0.60], [0.30, 0.17, -0.36], [0.35, 0.12, -0.78], [-0.09, -0.03, 0.82], [0.05, 0.02, 0.01], [0.03, 0.05, -0.03], [0.07, 0.02, -0.03], [-0.02, -0.02, 0.07], [-0.03, -0.01, 0.05], [-0.02, -0.01, 0.06], [-0.05, -0.04, 0.00], [-0.09, 0.08, 0.09], [0.12, 0.04, 0.01], [0.00, -0.03, -0.10], [0.10, 0.01, -0.20], [0.04, -0.51, 0.68], [0.02, 0.01, -0.03], [-0.01, 0.01, 0.02], [-0.01, -0.01, 0.02], [0.03, 0.04, 0.01], [0.00, 0.00, -0.01], [-0.03, -0.07, -0.01], [-0.03, 0.01, -0.06], [0.04, 0.01, 0.09], [-0.02, -0.02, 0.01], [0.01, -0.05, -0.06]], "de_lowest_ev": 0.160, "lumo_energy_ev": -15.18, "total_charge": 4, "homo_lumo_gap_ev": 6.556, "homo_energy_ev": -21.73, "total_energy_ha": -1422.3960, "largest_force_ev_per_a": 1.77}

Entry 2:
{"formula": "C17H26N2O2", "method": "ωB97M-V/def2-TZVPD", "elements": ["C", "C", "C", "N", "C", "C", "C", "N", "C", "O", "C", "C", "C", "C", "C", "C", "C", "O", "C", "C", "C", "H", "H", "H", "H", "H", "H", "H", "H", "H", "H", "H", "H", "H", "H", "H", "H", "H", "H", "H", "H", "H", "H", "H", "H", "H", "H"], "positions_angstrom": [[-1.713658, 2.878309, 3.198327], [-1.681669, 4.002176, 2.218343], [-0.726615, 3.509712, 0.846737], [-1.150000, 3.187326, -0.336989], [-0.145750, 3.284618, -1.516717], [0.524785, 2.067472, -1.512776], [-0.233306, 0.737573, -1.580119], [0.712734, -0.283336, -1.692380], [0.646833, -1.385959, -2.391525], [-0.215104, -1.398584, -3.451989], [1.443248, -2.457510, -2.493666], [1.006004, -3.272476, -1.083003], [-0.045781, -4.343589, -1.454928], [-0.344038, -5.069305, -0.428608], [-0.087302, -4.680089, 0.760353], [0.853979, -3.743656, 1.135101], [1.222926, -2.931357, 0.271951], [2.315854, -1.960683, 0.396469], [2.581136, -1.757774, 1.628804], [-1.198646, 0.660175, -0.417619], [-1.957826, 1.999304, -0.250456], [-2.135340, 2.004489, 2.771179], [-2.585529, 3.275584, 3.865828], [-0.822091, 2.762663, 3.625574], [-2.603205, 4.116511, 1.586666], [-1.346112, 4.674373, 2.623727], [0.090083, 2.576743, 1.342229], [0.137410, 4.321731, 0.715879], [0.356431, 4.374582, -1.378732], [-0.700440, 3.256795, -2.216697], [1.264782, 2.217560, -2.375970], [1.424962, 1.989705, -0.541182], [-0.491772, 0.855631, -2.467737], [1.291835, -0.506043, -0.762144], [2.675809, -2.159002, -2.092913], [1.659124, -3.031508, -3.240242], [-0.240429, -4.519402, -2.288179], [-1.186113, -5.786244, -0.792496], [-0.590273, -5.250790, 1.760412], [0.781731, -3.627011, 2.362247], [3.555446, -0.971200, 1.636013], [1.893230, -1.383304, 2.422935], [3.335426, -2.588592, 2.136222], [-1.694208, -0.159642, -0.252738], [-0.660066, 0.604348, 0.529494], [-2.631542, 1.914427, 0.443931], [-2.586955, 1.995250, -1.258616]], "forces_ev_per_angstrom": [[-6.23, 2.12, -0.56], [-5.25, -14.43, -12.24], [7.31, 2.27, 7.74], [-2.56, -0.13, -3.23], [2.46, 4.09, 11.66], [8.94, -2.25, 1.98], [2.31, 1.27, 6.37], [4.18, -2.31, 5.83], [-7.79, 4.18, -9.40], [2.25, 0.27, 4.13], [7.54, -0.90, 11.51], [-3.48, -1.50, -4.51], [9.62, 8.60, 11.17], [-6.43, -5.02, -3.48], [-0.37, -2.36, 9.68], [-4.84, -4.25, 10.44], [6.18, 5.27, -9.14], [-4.36, -1.91, -4.02], [8.25, 2.14, 7.16], [3.34, 4.92, 0.88], [1.55, -1.38, -9.28], [0.07, -1.13, -0.37], [1.83, -1.09, -0.02], [3.35, -0.69, 2.10], [0.27, 0.49, 1.51], [6.19, 13.48, 6.73], [-2.01, 1.89, -0.67], [-1.85, -1.16, 0.45], [-0.68, -3.03, -0.49], [-7.27, 0.59, -9.74], [-0.82, -1.16, 0.69], [-2.75, 0.27, -2.46], [-4.48, 0.21, -7.85], [-1.28, 1.16, -2.45], [-3.28, -0.44, -1.17], [-0.14, -3.14, -4.68], [-3.08, -2.42, -13.24], [1.48, 0.39, 1.81], [1.32, 1.36, -3.15], [1.13, 0.16, -3.46], [-2.80, -1.18, -0.03], [-0.17, -0.40, -1.09], [-2.44, 0.98, -0.94], [-3.72, -4.53, -0.40], [1.31, 0.16, 0.01], [-3.39, 0.33, 4.41], [0.60, 0.22, 1.81]], "de_lowest_ev": 18.688, "lumo_energy_ev": 0.54, "smiles": "CCCN1CCC(NC(=O)Cc2ccccc2OC)CC1", "total_charge": 0, "homo_lumo_gap_ev": 8.363, "homo_energy_ev": -7.82, "total_energy_ha": -922.7104, "largest_force_ev_per_a": 19.64}

Entry 3:
{"formula": "C17H26N3O7S", "method": "ωB97M-V/def2-TZVPD", "elements": ["O", "O", "O", "O", "O", "O", "O", "C", "C", "C", "C", "C", "C", "C", "N", "N", "N", "C", "C", "C", "C", "C", "C", "C", "C", "C", "C", "S", "H", "H", "H", "H", "H", "H", "H", "H", "H", "H", "H", "H", "H", "H", "H", "H", "H", "H", "H", "H", "H", "H", "H", "H", "H", "H"], "positions_angstrom": [[2.927854, -3.879710, -2.797398], [-0.964354, 1.109941, -5.728737], [1.775091, 0.050617, -0.586836], [1.565498, 2.950964, 1.864664], [0.947252, 2.658042, 4.192670], [-1.844175, -0.906308, -6.037873], [-3.020142, -1.808428, 5.223641], [2.819630, -2.746596, -3.241349], [-0.951428, -0.137996, -5.617757], [2.033855, 0.479748, -1.706034], [-4.075434, -1.672545, 6.092955], [-5.019624, -0.828542, 5.577029], [-4.521959, -0.413800, 4.291886], [-3.306969, -1.027610, 4.127004], [2.435074, 1.749192, -1.835828], [-1.405226, 0.137712, 2.956717], [2.093057, -1.836887, -2.598623], [3.562067, -2.368823, -4.506020], [2.764365, 2.454593, -3.075496], [-2.457710, -0.909411, 2.879115], [0.269156, -0.765982, -4.931656], [-0.092199, -0.260700, 3.495452], [-1.852673, 1.517604, 3.216265], [0.446032, -0.223511, -3.507634], [0.962247, 0.443877, 2.676324], [-1.012097, 2.449214, 2.378929], [1.862732, -0.422620, -2.943763], [0.708849, 2.210753, 2.807892], [-4.147641, -2.167488, 7.056630], [-5.955733, -0.540875, 6.044940], [-5.009369, 0.244704, 3.579250], [2.475437, 2.268236, -0.969217], [1.678851, -2.149537, -1.733829], [2.846240, -2.092785, -5.276131], [4.138005, -3.228169, -4.843186], [4.235248, -1.541293, -4.297682], [3.687416, 2.056822, -3.500109], [2.901699, 3.516715, -2.867039], [1.956180, 2.349829, -3.803885], [-2.012541, -1.885014, 2.658136], [-3.117219, -0.668119, 2.038945], [1.155125, -0.509098, -5.517197], [0.187037, -1.855380, -4.899161], [-0.010444, 0.003410, 4.556691], [0.053860, -1.343230, 3.411088], [-2.902628, 1.644694, 2.931059], [-1.762988, 1.759757, 4.282127], [0.244641, 0.847173, -3.515460], [-0.285795, -0.689520, -2.845435], [1.964570, 0.201949, 3.026899], [0.868462, 0.153638, 1.632321], [-1.137435, 2.224985, 1.318710], [-1.276366, 3.490023, 2.561383], [2.576613, -0.094220, -3.695386]], "forces_ev_per_angstrom": [[-0.07, -0.49, 0.17], [0.67, 0.24, 0.44], [-0.18, -0.45, 0.18], [-1.30, -1.34, 0.29], [-1.07, -1.22, -1.01], [0.30, -0.49, 0.24], [-0.25, 0.23, -0.05], [0.91, -0.83, -0.37], [-1.18, 0.25, -0.80], [-0.19, -1.01, 0.50], [-1.04, 0.91, -0.41], [0.62, -0.27, -0.14], [0.39, -0.43, 0.49], [-1.44, 0.53, -0.39], [0.29, 0.98, -0.67], [-0.70, -1.17, -0.43], [-0.37, 1.85, 0.31], [-0.28, 0.03, 0.13], [-0.21, -0.41, 0.11], [0.79, 0.36, 1.06], [0.31, -0.11, 0.62], [-1.10, 0.42, 0.13], [0.20, -1.19, 0.20], [0.22, 0.24, -0.32], [-0.07, 0.05, -0.01], [0.11, -0.11, -0.04], [-0.27, -0.19, 0.20], [2.72, 2.73, 0.34], [0.79, -0.20, -0.45], [0.28, -0.13, -0.07], [0.18, -0.22, 0.15], [-0.11, -0.16, 0.00], [-0.03, 0.04, 0.06], [0.06, 0.20, -0.13], [-0.09, 0.03, 0.14], [0.06, 0.19, -0.17], [0.03, 0.11, -0.12], [-0.03, -0.18, 0.07], [0.10, 0.05, -0.01], [0.21, 0.27, -0.05], [-0.03, 0.00, 0.26], [0.04, 0.11, -0.11], [-0.08, 0.06, -0.12], [0.13, -0.02, 0.07], [-0.22, 0.21, -0.10], [0.17, -0.24, 0.05], [-0.05, 0.15, 0.01], [-0.19, 0.13, -0.15], [0.06, 0.01, 0.16], [0.13, 0.42, 0.01], [0.11, 0.22, -0.20], [0.18, -0.03, 0.03], [0.39, 0.11, 0.07], [0.11, -0.22, -0.14]], "de_lowest_ev": 0.000, "lumo_energy_ev": 2.14, "total_charge": -1, "homo_lumo_gap_ev": 6.455, "homo_energy_ev": -4.32, "total_energy_ha": -1752.5802, "largest_force_ev_per_a": 3.86}